DFT (the ωB97M-V functional and the def2-TZVPD basis) results for a structure of composition C14H19BLaN5O.

Last column: natural (NBO) charge in e.
Cartesian coordinates (Å):
La: 0.447 0.686 -0.505  2.420
O: -1.815 1.619 0.241  -0.823
C: -2.307 0.603 1.157  -0.070
C: -2.352 1.131 2.532  -0.438
C: -1.035 1.796 2.900  -0.444
C: -0.082 0.662 3.185  0.248
C: -0.100 0.146 4.483  -0.247
C: 0.741 -0.875 4.807  -0.087
C: 1.658 -1.336 3.848  -0.237
C: 1.535 -0.874 2.587  0.051
N: 0.729 0.144 2.203  -0.638
H: -2.522 2.052 -0.272  0.535
H: -1.595 -0.237 1.157  0.159
H: -3.205 0.161 0.704  0.235
H: -2.497 0.266 3.225  0.246
H: -3.188 1.835 2.661  0.251
H: -1.130 2.533 3.724  0.274
H: -0.682 2.377 2.029  0.207
H: -0.819 0.579 5.225  0.255
H: 0.809 -1.292 5.797  0.252
H: 2.348 -2.106 4.148  0.259
H: 2.184 -1.244 1.794  0.197
B: 1.149 0.303 -3.306  0.156
N: 1.866 -0.898 -2.664  -0.353
C: 2.806 -1.619 -3.354  0.065
C: 3.628 -2.267 -2.421  -0.308
C: 3.098 -1.849 -1.194  0.023
N: 2.040 -1.030 -1.316  -0.530
N: -0.403 0.298 -3.471  -0.306
C: -1.238 0.319 -4.518  0.071
C: -2.548 0.498 -4.047  -0.307
C: -2.426 0.524 -2.700  0.003
N: -1.134 0.369 -2.313  -0.553
H: 1.386 1.360 -2.599  -0.114
H: 1.599 0.701 -4.332  0.048
H: 2.839 -1.659 -4.429  0.257
H: 4.429 -2.978 -2.676  0.280
H: 3.325 -2.222 -0.194  0.226
H: -0.923 0.230 -5.538  0.255
H: -3.460 0.609 -4.631  0.273
H: -3.153 0.683 -1.928  0.206

Properties
E_LUMO = -0.267 hartree
Kohn-Sham gap = 8.4 eV
spin multiplicity = 1
total charge = +2

=====

DFT (the ωB97M-V functional and the def2-TZVPD basis) results for the molecule C14H19ClN2O2S.

Last column: natural (NBO) charge in e.
Cartesian coordinates (Å):
C: 1.366 3.329 3.535  -0.644
C: 1.178 3.423 2.023  -0.076
O: 2.387 3.538 1.289  -0.539
C: 3.300 2.472 1.393  -0.061
C: 2.763 1.120 0.908  -0.443
C: 2.198 1.228 -0.511  -0.229
N: 1.459 0.047 -0.895  -0.595
C: 0.177 -0.135 -0.493  0.645
O: -0.437 0.732 0.113  -0.649
C: -0.393 -1.441 -0.860  0.035
C: 0.290 -2.612 -1.171  -0.262
C: -0.686 -3.585 -1.389  -0.273
S: -0.840 -5.260 -1.803  0.430
C: -2.584 -5.103 -1.725  -0.229
Cl: -3.563 -6.466 -2.047  0.052
C: -3.030 -3.859 -1.402  -0.301
C: -1.938 -2.984 -1.207  0.118
N: -1.747 -1.687 -0.867  -0.293
C: -2.814 -0.730 -0.700  -0.224
C: -3.298 -0.208 -2.051  -0.611
H: 1.788 2.369 3.824  0.201
H: 0.401 3.438 4.022  0.217
H: 2.026 4.122 3.882  0.210
H: 0.644 4.345 1.777  0.187
H: 0.580 2.575 1.665  0.185
H: 3.665 2.365 2.424  0.167
H: 4.140 2.780 0.763  0.184
H: 3.572 0.388 0.946  0.206
H: 1.966 0.780 1.572  0.212
H: 2.998 1.395 -1.233  0.199
H: 1.506 2.074 -0.546  0.233
H: 1.963 -0.721 -1.303  0.396
H: 1.351 -2.761 -1.206  0.220
H: -4.069 -3.604 -1.314  0.239
H: -2.440 0.094 -0.091  0.261
H: -3.633 -1.228 -0.173  0.197
H: -2.492 0.317 -2.558  0.214
H: -3.631 -1.029 -2.683  0.206
H: -4.124 0.482 -1.906  0.216

Properties
structure (SMILES) = CCOCCCNC(=O)c1cc2sc(Cl)cc2n1CC
E_LUMO = 0.023 hartree
Kohn-Sham gap = 8.6 eV
spin multiplicity = 1
relative energy (zero: lowest compared OMol25 entry of this formula, charge and spin) = 0.154 eV

=====

DFT (the ωB97M-V functional and the def2-TZVPD basis) results for a cluster of 3 separate species, C14H19F16NO5P2 in total.

Last column: natural (NBO) charge in e.
Cartesian coordinates (Å):
F: -2.365 -4.537 0.428  -0.324
C: -3.708 -4.642 0.515  0.521
F: -4.040 -5.946 0.420  -0.316
C: -4.383 -3.877 -0.630  0.596
F: -4.067 -4.440 -1.811  -0.305
F: -5.724 -4.054 -0.422  -0.330
C: -4.174 -2.359 -0.685  -0.134
O: -3.202 -1.893 -1.599  -0.503
C: -1.903 -1.716 -1.250  0.854
F: -1.674 -1.960 0.059  -0.330
F: -1.594 -0.417 -1.482  -0.325
C: -0.959 -2.575 -2.106  0.503
F: -1.275 -3.874 -1.957  -0.313
F: 0.315 -2.400 -1.666  -0.330
H: -4.041 -4.259 1.483  0.141
H: -5.114 -1.967 -1.071  0.233
H: -4.034 -1.943 0.313  0.209
H: -1.029 -2.294 -3.157  0.158
F: 2.137 1.449 3.559  -0.317
C: 1.369 1.632 2.470  0.523
F: 0.917 2.906 2.476  -0.321
C: 0.167 0.680 2.482  0.597
F: -0.639 0.963 3.523  -0.305
F: -0.523 0.983 1.336  -0.340
C: 0.449 -0.823 2.416  -0.134
O: 0.385 -1.522 3.641  -0.508
C: 1.480 -1.682 4.439  0.850
F: 2.600 -1.205 3.871  -0.316
F: 1.660 -3.013 4.625  -0.323
C: 1.257 -1.078 5.833  0.505
F: 1.014 0.243 5.734  -0.319
F: 2.377 -1.253 6.567  -0.319
H: 1.968 1.475 1.568  0.135
H: -0.372 -1.231 1.831  0.236
H: 1.369 -1.033 1.868  0.211
H: 0.416 -1.571 6.324  0.150
C: 0.158 2.924 -1.251  -0.950
P: 0.993 1.781 -2.423  0.751
C: 1.639 0.390 -1.420  -0.951
C: 2.402 2.646 -3.305  -0.551
O: 2.149 2.611 -4.727  -0.537
C: 1.446 3.633 -5.260  0.641
O: 1.807 4.247 -6.205  -0.508
P: 3.113 4.297 -2.747  1.260
N: 3.504 3.758 -1.159  -1.171
O: 1.789 5.266 -2.471  -1.007
H: -0.495 3.565 -1.852  0.227
H: 0.779 3.548 -0.608  0.230
H: -0.506 2.301 -0.648  0.253
H: 0.839 0.161 -0.710  0.243
H: 1.732 -0.457 -2.099  0.253
H: 2.573 0.520 -0.862  0.211
H: 3.278 1.993 -3.190  0.250
H: 0.438 3.743 -4.812  0.094
H: 3.268 4.455 -0.462  0.397
H: 3.086 2.873 -0.899  0.369
H: 0.947 4.978 -2.834  0.491

Properties
structure (SMILES) = FC(F)C(F)(F)COC(F)(F)C(F)F.FC(F)C(F)(F)COC(F)(F)C(F)F.CP(C)[C@@H](OC=O)P(N)O
E_LUMO = 0.008 hartree
Kohn-Sham gap = 8.7 eV
spin multiplicity = 1

=====

DFT (the ωB97M-V functional and the def2-TZVPD basis) results for a structure of composition C14H19F6N6O5S3V.

Last column: Löwdin spin population.
Cartesian coordinates (Å):
V: -0.534 0.528 1.066  1.953
N: 1.794 3.984 1.956  -0.003
C: 1.295 2.725 1.898  -0.001
S: -0.380 2.514 2.401  -0.027
N: 2.093 1.767 1.536  0.003
N: 1.448 0.549 1.555  -0.014
C: 2.137 -0.486 1.851  0.030
C: 1.527 -1.775 2.108  -0.001
C: 2.372 -2.884 2.266  0.006
C: 1.891 -4.115 2.649  -0.004
C: 0.530 -4.252 2.923  0.006
C: -0.323 -3.178 2.788  -0.004
C: 0.143 -1.927 2.356  0.010
O: -0.754 -0.955 2.193  0.004
H: 1.145 4.749 1.985  0.000
H: 2.693 4.138 1.528  0.000
H: 3.209 -0.374 1.993  0.001
H: 3.432 -2.749 2.085  0.000
H: 2.560 -4.957 2.755  0.000
H: 0.137 -5.207 3.248  0.000
H: -1.380 -3.271 3.002  0.000
F: 1.754 0.147 -4.216  0.000
C: 2.721 1.016 -3.919  0.000
F: 3.899 0.428 -4.117  0.000
F: 2.621 2.066 -4.729  0.000
S: 2.597 1.541 -2.145  0.000
O: 2.253 0.333 -1.444  0.000
O: 3.820 2.215 -1.870  0.000
N: 1.409 2.600 -2.174  0.001
S: -0.064 2.189 -1.955  0.003
O: -0.390 1.925 -0.554  0.013
O: -0.650 1.254 -2.880  0.000
C: -0.887 3.807 -2.245  0.000
F: -2.195 3.640 -2.020  0.000
F: -0.423 4.729 -1.413  0.000
F: -0.711 4.202 -3.496  0.000
N: -0.350 -0.845 -0.654  0.000
C: -1.000 -2.174 -0.715  0.001
C: -2.470 -2.093 -1.091  0.000
C: -3.381 -1.369 -0.096  0.001
C: -3.431 0.157 -0.242  0.004
N: -2.692 0.845 0.838  0.010
H: -0.569 -0.353 -1.520  0.000
H: 0.663 -0.962 -0.704  0.003
H: -0.886 -2.666 0.248  0.000
H: -0.487 -2.792 -1.457  -0.001
H: -2.818 -3.122 -1.204  0.000
H: -2.570 -1.634 -2.080  0.000
H: -3.080 -1.622 0.926  0.000
H: -4.394 -1.756 -0.221  0.000
H: -4.468 0.499 -0.253  0.000
H: -2.984 0.470 -1.188  0.000
H: -3.122 0.646 1.738  0.003
H: -2.751 1.852 0.707  0.002

Properties
E_LUMO (spin up / spin down) = -0.014 / -0.006 hartree
Kohn-Sham gap (spin up / spin down) = 8.0 / 8.2 eV
spin multiplicity = 3
⟨S²⟩ = 2.0188
relative energy (zero: lowest compared OMol25 entry of this formula, charge and spin) = 0.211 eV

=====

DFT (the ωB97M-V functional and the def2-TZVPD basis) results for the molecule C14H19N3O4.

Last column: natural (NBO) charge in e.
Cartesian coordinates (Å):
C: -4.103 0.268 -3.509  -0.434
N: -2.969 0.624 -2.614  -0.591
C: -2.142 -0.299 -2.141  0.648
O: -2.331 -1.540 -2.326  -0.633
C: -0.855 0.111 -1.457  -0.311
N: 0.267 -0.706 -1.910  -0.580
C: 1.465 -0.600 -1.418  0.667
O: 2.481 -1.076 -1.944  -0.642
C: 1.694 0.203 -0.073  -0.123
C: 1.550 -0.694 1.150  -0.444
C: 0.235 -0.783 1.876  -0.064
C: -0.475 0.387 2.128  -0.203
C: -1.722 0.215 2.745  -0.291
C: -2.295 -1.086 3.062  0.305
O: -3.592 -1.220 3.558  -0.680
C: -1.621 -2.256 2.676  -0.258
C: -0.364 -2.050 2.073  -0.170
N: 3.144 0.662 0.004  -0.574
C: 3.603 1.851 -0.220  0.676
C: 5.087 2.077 0.101  -0.693
O: 2.853 2.792 -0.548  -0.673
H: -3.690 0.415 -4.540  0.204
H: -4.520 -0.690 -3.365  0.234
H: -4.955 0.981 -3.636  0.215
H: -3.058 1.521 -2.229  0.402
H: -0.942 0.138 -0.395  0.235
H: -0.521 1.072 -1.689  0.206
H: 0.139 -1.291 -2.743  0.434
H: 0.961 0.988 -0.044  0.230
H: 1.926 -1.707 0.949  0.227
H: 2.416 -0.470 1.783  0.227
H: -0.079 1.437 1.943  0.230
H: -2.071 1.142 2.996  0.210
H: -3.837 -0.448 4.111  0.483
H: -1.987 -3.223 2.975  0.235
H: 0.242 -2.987 1.964  0.218
H: 3.812 -0.036 0.270  0.397
H: 5.213 1.950 1.123  0.221
H: 5.409 3.046 -0.288  0.243
H: 5.632 1.282 -0.399  0.216

Properties
structure (SMILES) = CNC(=O)CNC(=O)[C@@H](Cc1ccc(O)cc1)NC(C)=O
E_LUMO = 0.017 hartree
Kohn-Sham gap = 9.2 eV
spin multiplicity = 1
relative energy (zero: lowest compared OMol25 entry of this formula, charge and spin) = 3.027 eV

=====

DFT (the ωB97M-V functional and the def2-TZVPD basis) results for a cluster of 2 separate species, C14H19N3O5 in total.

Last column: natural (NBO) charge in e.
Cartesian coordinates (Å):
N: -2.340 1.737 -2.816  -0.861
C: -1.342 2.760 -3.054  -0.159
C: -0.487 2.982 -1.794  -0.414
C: 0.315 1.769 -1.421  -0.123
C: 1.577 1.471 -1.849  -0.004
N: 1.977 0.257 -1.338  -0.547
C: 0.967 -0.262 -0.562  0.224
C: 0.900 -1.457 0.161  -0.312
C: -0.266 -1.716 0.859  -0.195
C: -1.344 -0.811 0.843  -0.269
C: -1.274 0.370 0.127  -0.188
C: -0.101 0.662 -0.591  -0.129
C: -0.379 2.530 -4.235  0.771
O: 0.459 3.338 -4.549  -0.590
O: -0.511 1.367 -4.893  -0.667
H: -3.018 1.601 -3.552  0.374
H: -1.980 0.865 -2.446  0.380
H: -1.864 3.698 -3.281  0.225
H: 0.181 3.827 -1.993  0.243
H: -1.155 3.268 -0.977  0.225
H: 2.230 2.043 -2.497  0.228
H: 2.871 -0.175 -1.503  0.413
H: 1.732 -2.157 0.174  0.220
H: -0.350 -2.633 1.424  0.238
H: -2.246 -1.047 1.404  0.247
H: -2.112 1.062 0.113  0.223
H: -1.209 0.862 -4.445  0.485
N: 0.486 -0.157 3.235  -0.823
C: 0.735 -1.533 2.861  -0.211
C: 1.848 -2.108 3.724  -0.059
O: 1.366 -2.106 5.057  -0.733
C: -0.515 -2.408 2.942  0.756
O: -1.630 -2.000 3.163  -0.604
O: -0.255 -3.705 2.682  -0.702
H: -0.389 0.148 2.816  0.375
H: 0.329 -0.140 4.240  0.372
H: 1.074 -1.573 1.823  0.269
H: 2.096 -3.123 3.387  0.171
H: 2.733 -1.465 3.616  0.177
H: 2.078 -2.393 5.642  0.474
H: -1.108 -4.169 2.741  0.500

Properties
structure (SMILES) = N[C@@H](Cc1c[nH]c2ccccc12)C(=O)O.N[C@@H](CO)C(=O)O
E_LUMO = 0.017 hartree
Kohn-Sham gap = 8.2 eV
spin multiplicity = 1
relative energy (zero: lowest compared OMol25 entry of this formula, charge and spin) = 4.346 eV

=====

| no. | DFT total energy (Eh) |
| --- | --- |
| 1 | -949.88319 |
| 2 | -1663.24882 |
| 3 | -3256.38566 |
| 4 | -3987.51434 |
| 5 | -1010.08018 |
| 6 | -1085.27508 |